[1]
The following is a DFT calculation (wB97M-V/def2-TZVPD) of a cluster of 5 separate species, H10O5 in total in a non-equilibrium geometry.

Each atom is followed by the atoms it is bonded to, with distances in Å.
Geometry (Å):
1 H 2.400 -1.173 -1.442  O3 0.862
2 O -2.863 -0.084 -1.502  H6 0.872, H15 0.936
3 O 1.919 -0.463 -1.351  H1 0.862, H5 0.971
4 O -0.125 -1.644 2.093  H10 1.096, H13 0.906
5 H 1.519 -0.236 -2.206  O3 0.971
6 H -2.131 0.104 -1.067  O2 0.872
7 H 0.445 0.074 -0.238  O8 0.981
8 O -0.467 0.151 0.114  H7 0.981, H14 0.927
9 O 0.923 2.387 1.144  H11 0.980, H12 1.082
10 H -0.775 -2.465 1.770  O4 1.096
11 H 1.846 2.260 0.841  O9 0.980
12 H 0.761 1.968 2.128  O9 1.082
13 H -0.248 -1.171 1.330  O4 0.906
14 H -0.578 0.919 0.621  O8 0.927
15 H -2.631 -0.620 -2.234  O2 0.936

Summary:
orbital gap = 11.103 eV
SMILES = O.O.O.O.O
spin multiplicity = 1
net charge = 0
energy = -382.1369 hartree
energy above the lowest of the compared OMol25 structures with the same formula, charge and spin = 229.2 kJ/mol

Mulliken population analysis, charges in e, atoms 1 to 4:
1 H 0.25
2 O -0.58
3 O -0.62
4 O -0.63



[2]
The following is a DFT calculation (wB97M-V/def2-TZVPD) of an isolated molecule of HPS5 in a non-equilibrium geometry.

Each atom is followed by the atoms it is bonded to, with distances in Å.
Geometry (Å):
1 S -1.251 0.407 -1.419  P4 2.446, S5 2.009
2 S -1.466 -1.347 1.151  S3 2.074, S5 2.065
3 S 0.366 -0.450 1.529  S2 2.074, P4 2.125
4 P 0.949 0.350 -0.351  S1 2.446, S3 2.125, S6 1.959, H7 1.400
5 S -2.369 0.275 0.245  S1 2.009, S2 2.065
6 S 2.477 1.535 -0.037  P4 1.959
7 H 1.293 -0.770 -1.117  P4 1.400

Summary:
orbital gap (alpha / beta) = 6.431 / 5.370 eV
spin multiplicity = 3
expectation value of S² = 2.011
net charge = 0
energy = -2332.8274 hartree
energy above the lowest of the compared OMol25 structures with the same formula, charge and spin = 0.0 kJ/mol

Mulliken population analysis, charges in e, atoms 1 to 4:
1 S -0.08
2 S -0.02
3 S -0.08
4 P 0.27



[3]
The following is a DFT calculation (wB97M-V/def2-TZVPD) of a cluster of 4 separate species, C38H74N7O5PS2 in total in a non-equilibrium geometry.

Each atom is followed by the atoms it is bonded to, with distances in Å.
Geometry (Å):
1 H -0.274 -1.707 -3.045  C11 1.156
2 H -2.657 -2.245 -2.360  C10 1.161
3 H 6.081 -3.320 -3.801  C110 1.097
4 H -5.598 4.254 -2.588  C69 1.140
5 C -2.451 2.762 3.064  H15 1.092, C37 1.529, H64 1.091, H127 1.095
6 H 4.826 1.978 -3.652  C28 1.149
7 H -1.996 3.630 7.060  C112 1.096
8 H -6.237 -5.275 3.284  C29 1.092
9 H 7.328 -6.455 -3.663  C63 1.091
10 C -2.607 -1.220 -1.817  H2 1.161, H34 1.143, S51 1.856, C60 1.608
11 C 0.031 -1.802 -1.935  H1 1.156, H49 1.152, C60 1.617, C80 1.609
12 H 5.245 -2.192 -1.737  C113 1.093
13 H 6.095 2.155 -2.010  P93 1.438
14 O 3.132 3.996 -2.424  C35 1.451, C68 1.443
15 H -2.008 3.739 3.266  C5 1.092
16 C 4.436 -0.388 1.211  C33 1.627, O38 1.372, O115 1.277
17 H -5.563 -2.416 4.563  C117 1.090
18 H 6.762 -1.276 -1.617  C113 1.094
19 H 3.943 2.937 0.139  N124 1.031
20 C -4.897 -3.923 1.273  C78 1.525, H84 1.097, N109 1.458, H121 1.096
21 H -7.645 -4.190 1.356  C75 1.096
22 H -1.486 4.091 5.443  C112 1.097
23 N 7.504 -3.823 -2.302  C44 1.461, C99 1.462, C110 1.458
24 H -4.084 -2.963 3.754  C117 1.092
25 H -7.917 -2.853 2.415  C75 1.096
26 H 6.438 0.896 -0.093  P93 1.444
27 H 8.618 -5.990 -4.755  C63 1.094
28 C 3.687 1.835 -3.602  H6 1.149, C35 1.612, H57 1.160, C72 1.614
29 C -7.070 -4.575 3.378  H8 1.092, H61 1.090, C75 1.528, H126 1.094
30 H 3.130 6.765 -2.134  C56 1.155
31 C -3.349 1.699 -2.335  S51 1.885, S98 1.671, N102 1.458
32 H -4.305 -1.264 4.154  C117 1.094
33 C 3.544 -0.270 -0.145  C16 1.627, N48 1.469, C73 1.579
34 H -3.480 -1.172 -1.080  C10 1.143
35 C 2.857 3.216 -3.616  O14 1.451, C28 1.612, H53 1.147, H120 1.150
36 H 7.344 -5.197 -0.725  C44 1.096
37 C -3.268 2.232 4.243  C5 1.529, N70 1.456, H87 1.096, H95 1.096
38 O 5.475 -1.272 1.356  C16 1.372
39 H 6.356 -3.789 -0.566  C44 1.096
40 H 0.401 0.793 5.681  C45 1.093
41 H -4.974 1.084 -4.778  C59 1.158
42 H -3.993 3.046 -0.131  C119 1.159
43 C -3.484 4.675 5.971  H86 1.093, H92 1.093, H108 1.094, C112 1.525
44 C 6.700 -4.524 -1.302  N23 1.461, H36 1.096, H39 1.096, C116 1.529
45 C -0.315 1.465 5.203  H40 1.093, H67 1.092, C77 1.526, H94 1.090
46 H -6.704 2.137 -2.386  C81 1.160
47 H -6.053 -5.653 0.616  C78 1.093
48 N 3.984 0.689 -1.166  C33 1.469, C72 1.467, P93 1.801
49 H 0.171 -2.930 -1.749  C11 1.152
50 H -5.778 2.614 -0.109  C119 1.159
51 S -2.835 0.070 -3.131  C10 1.856, C31 1.885
52 H 4.884 -4.749 -2.513  C116 1.093
53 H 3.193 3.794 -4.548  C35 1.147
54 H 9.029 -5.258 -2.374  C99 1.096
55 H -2.083 0.336 5.669  C77 1.096
56 C 4.212 6.360 -2.126  H30 1.155, C68 1.613, H74 1.153, C105 1.629
57 H 3.405 1.281 -4.582  C28 1.160
58 H 3.962 5.981 0.063  C105 1.148
59 C -5.468 1.979 -4.234  H41 1.158, H66 1.141, C81 1.610, H100 1.156
60 C -1.184 -1.179 -1.068  C10 1.608, C11 1.617, H103 1.142, H125 1.161
61 H -6.961 -4.027 4.314  C29 1.090
62 H -4.244 4.898 -1.525  C69 1.152
63 C 7.822 -5.596 -4.118  H9 1.091, H27 1.094, H76 1.092, C99 1.526
64 H -1.656 2.071 2.781  C5 1.091
65 O 5.340 4.458 -3.216  C68 1.257
66 H -4.810 2.907 -4.321  C59 1.141
67 H 0.090 2.476 5.276  C45 1.092
68 C 4.280 4.840 -2.660  O14 1.443, C56 1.613, O65 1.257
69 C -5.227 4.297 -1.511  H4 1.140, H62 1.152, H106 1.160, C119 1.606
70 N -2.688 2.341 5.574  C37 1.456, C77 1.462, C112 1.459
71 H -4.458 -5.513 -0.116  C78 1.094
72 C 3.235 0.833 -2.419  C28 1.614, N48 1.467, C91 1.572
73 C 2.242 -1.147 -0.321  C33 1.579, C80 1.554, O83 1.458
74 H 4.833 7.037 -2.823  C56 1.153
75 C -7.185 -3.633 2.180  H21 1.096, H25 1.096, C29 1.528, N109 1.461
76 H 7.108 -5.086 -4.769  C63 1.092
77 C -1.676 1.331 5.882  C45 1.526, H55 1.096, N70 1.462, H96 1.098
78 C -5.326 -4.940 0.221  C20 1.525, H47 1.093, H71 1.094, H111 1.094
79 C -5.467 -1.878 2.453  H101 1.098, N109 1.459, C117 1.522, H123 1.096
80 C 1.398 -1.015 -1.619  C11 1.609, C73 1.554, C91 1.585
81 C -5.786 1.516 -2.725  H46 1.160, C59 1.610, H82 1.160, N102 1.494
82 H -6.151 0.416 -2.685  C81 1.160
83 O 1.837 -2.076 0.728  C73 1.458, C114 1.434
84 H -4.466 -4.459 2.128  C20 1.097
85 N 1.128 -0.845 2.938  C114 1.214
86 H -3.801 4.885 4.946  C43 1.093
87 H -4.232 2.753 4.244  C37 1.096
88 H 5.617 5.512 -0.600  C105 1.149
89 H 1.341 0.174 -3.687  C91 1.154
90 H 4.831 -5.536 -0.940  C116 1.094
91 C 1.924 0.014 -2.704  C72 1.572, C80 1.585, H89 1.154
92 H -4.345 4.305 6.534  C43 1.093
93 P 5.456 1.667 -0.818  H13 1.438, H26 1.444, N48 1.801, N124 1.606
94 H -0.358 1.181 4.151  C45 1.090
95 H -3.531 1.187 4.046  C37 1.096
96 H -1.515 1.337 6.968  C77 1.098
97 H 7.530 -2.326 -3.753  C110 1.096
98 S -2.207 2.920 -2.356  C31 1.671
99 C 8.421 -4.666 -3.067  N23 1.462, H54 1.096, C63 1.526, H118 1.098
100 H -6.452 2.186 -4.803  C59 1.156
101 H -4.728 -1.351 1.835  C79 1.098
102 N -4.681 1.736 -1.743  C31 1.458, C81 1.494, C119 1.486
103 H -0.975 -0.105 -0.740  C60 1.142
104 H 5.665 -1.016 -2.981  C113 1.095
105 C 4.818 6.338 -0.614  C56 1.629, H58 1.148, H88 1.149, H122 1.142
106 H -5.967 4.903 -0.856  C69 1.160
107 H 5.767 -6.262 -2.235  C116 1.091
108 H -3.176 5.625 6.416  C43 1.094
109 N -5.960 -3.013 1.681  C20 1.458, C75 1.461, C79 1.459
110 C 6.799 -2.845 -3.121  H3 1.097, N23 1.458, H97 1.096, C113 1.524
111 H -5.761 -4.446 -0.652  C78 1.094
112 C -2.327 3.683 6.017  H7 1.096, H22 1.097, C43 1.525, N70 1.459
113 C 6.078 -1.776 -2.309  H12 1.093, H18 1.094, H104 1.095, C110 1.524
114 C 1.336 -1.324 1.841  O83 1.434, N85 1.214
115 O 4.095 0.415 2.143  C16 1.277
116 C 5.482 -5.308 -1.789  C44 1.529, H52 1.093, H90 1.094, H107 1.091
117 C -4.824 -2.161 3.804  H17 1.090, H24 1.092, H32 1.094, C79 1.522
118 H 9.140 -4.006 -3.570  C99 1.098
119 C -4.907 2.881 -0.824  H42 1.159, H50 1.159, C69 1.606, N102 1.486
120 H 1.749 2.933 -3.743  C35 1.150
121 H -4.084 -3.334 0.832  C20 1.096
122 H 5.217 7.356 -0.283  C105 1.142
123 H -6.279 -1.155 2.590  C79 1.096
124 N 4.963 2.961 -0.005  H19 1.031, P93 1.606
125 H -1.261 -1.845 -0.121  C60 1.161
126 H -7.984 -5.171 3.464  C29 1.094
127 H -3.100 2.874 2.190  C5 1.095

Summary:
orbital gap = 6.114 eV
spin multiplicity = 1
net charge = 0
energy = -3389.0412 hartree
energy above the lowest of the compared OMol25 structures with the same formula, charge and spin = 794.5 kJ/mol

Mulliken population analysis, charges in e, atoms 1 to 4:
1 H 0.47
2 H 0.42
3 H 0.28
4 H 0.22



[4]
The following is a DFT calculation (wB97M-V/def2-TZVPD) of a cluster of 2 separate species, C5H10NO5 in total in a non-equilibrium geometry.

Each atom is followed by the atoms it is bonded to, with distances in Å.
Geometry (Å):
1 O 1.216 3.220 1.931  O6 1.131
2 O 1.025 0.869 -3.596  N3 1.235
3 N 1.412 0.292 -2.575  O2 1.235, O8 1.406, O16 1.234
4 C 0.926 -0.692 1.555  H5 1.092, C9 1.527, H14 1.091, H20 1.091
5 H 1.293 -1.161 2.470  C4 1.092
6 O 2.347 3.197 1.931  O1 1.131
7 C -0.279 -0.606 -1.295  O8 1.406, H10 1.095, C11 1.490, H13 1.095
8 O 0.665 0.432 -1.392  N3 1.406, C7 1.406
9 C -0.491 -1.147 1.212  C4 1.527, C11 1.494, H15 1.098, H17 1.097
10 H 0.262 -1.556 -1.365  C7 1.095
11 C -1.049 -0.518 -0.023  C7 1.490, C9 1.494, C21 1.479
12 H -3.100 -0.121 0.392  C21 1.091
13 H -0.941 -0.533 -2.164  C7 1.095
14 H 0.976 0.388 1.699  C4 1.091
15 H -1.166 -0.933 2.052  C9 1.098
16 O 2.409 -0.435 -2.564  N3 1.234
17 H -0.515 -2.236 1.086  C9 1.097
18 H -2.004 1.221 0.749  C21 1.090
19 H -2.414 0.846 -0.917  C21 1.090
20 H 1.630 -0.932 0.757  C4 1.091
21 C -2.204 0.403 0.057  C11 1.479, H12 1.091, H18 1.090, H19 1.090

Summary:
orbital gap (alpha / beta) = 8.034 / 10.680 eV
spin multiplicity = 4
expectation value of S² = 3.761
net charge = 0
energy = -627.1249 hartree
energy above the lowest of the compared OMol25 structures with the same formula, charge and spin = 3.6 kJ/mol

Mulliken population analysis, charges in e, atoms 1 to 4:
1 O 0.00
2 O -0.48
3 N 0.78
4 C -0.87



Q: Look up the spin multiplicity of the second one.
A: 3